Molecular formula: C6H9NO
Method: DFT, wB97M-V/def2-TZVPD

Geometry as XYZ:
```
17
C6H9NO wB97M-V/def2-TZVPD
N 2.19276 0.32908 0.06896
C 0.91162 -0.01090 0.00808
C -0.26332 -0.19676 1.25313
C -1.34622 -0.65109 0.66786
C -0.99992 -0.24373 -0.72511
C 0.14158 -1.08180 -0.88671
C -0.10631 1.00896 -0.76260
O -0.72663 2.12353 -0.06201
H 2.18337 1.02023 0.78819
H 2.70347 -0.23673 0.81205
H -0.16420 -0.20788 2.38495
H -2.29161 -0.81866 1.29968
H -1.92151 -0.22773 -1.52812
H -0.01948 -2.07194 -0.31370
H 0.55732 -1.48019 -2.01326
H -0.11362 1.14190 -2.02143
H -0.73730 1.60371 1.03005
```

The energy above the lowest of the compared OMol25 structures with the same formula, charge and spin comes out at 165.5 kcal per mole. As for the SMILES: N[C@]12C=C[C@H](C1)[C@H]2O. For the HOMO-LUMO gap, the calculation gives 10.11 eV. The LUMO energy is 0.03032 Eh. The calculation puts the molecular weight at 111.1 g mol⁻¹. The calculation puts the total energy at -9898.4266 eV. For the HOMO energy, the calculation gives -9.29 eV.

Let us look at the Mulliken charges, expressed in e, one per atom:
1 N -0.649
2 C 0.168
3 C -0.812
4 C -0.292
5 C -0.309
6 C -0.328
7 C -0.070
8 O -0.605
9 H 0.313
10 H 0.311
11 H 0.350
12 H 0.284
13 H 0.320
14 H 0.287
15 H 0.249
16 H 0.310
17 H 0.474

***

Molecular formula: C6H15N3
Method: DFT, wB97M-V/def2-TZVPD

Geometry as XYZ:
```
24
C6H15N3 wB97M-V/def2-TZVPD
C 1.09190 -1.71358 -1.53450
C 0.68805 -0.34395 -1.04759
C 1.22642 0.20310 0.10412
C 1.07715 1.66298 0.40866
N 2.29178 -0.38327 0.75690
H 2.07918 -1.70519 -2.00239
H 0.35230 -2.11077 -2.22743
H 1.15196 -2.44033 -0.71900
H 0.29602 0.31268 -1.80970
H 1.04811 1.83511 1.48593
H 1.91882 2.22177 -0.00291
H 0.17735 2.05523 -0.06291
H 2.44710 -1.36773 0.61190
H 2.58040 0.02250 1.63342
H -2.07000 2.02415 -1.44658
N -1.93880 1.52004 -0.57654
C -1.84105 0.23715 -0.74169
N -1.74352 -0.54751 0.42096
C -1.67161 -0.00593 1.75675
H -2.28728 -0.30792 -1.59236
H -1.92258 -1.53478 0.32302
H -0.72202 -0.30825 2.20981
H -2.48898 -0.40252 2.36347
H -1.74071 1.07703 1.68866
```

The energy above the lowest of the compared OMol25 structures with the same formula, charge and spin comes out at 45.4 kcal per mole. As for the SMILES: C/C=C(/C)N.[H]/N=C/NC. For the HOMO-LUMO gap, the calculation gives 8.07 eV. The LUMO energy is 0.03433 Eh. The calculation puts the molecular weight at 129.2 g mol⁻¹. The calculation puts the total energy at -10933.9398 eV. For the HOMO energy, the calculation gives -7.14 eV.

Let us look at the Mulliken charges, expressed in e, one per atom:
1 C -1.687
2 C -0.144
3 C 0.735
4 C -1.526
5 N -0.441
6 H 0.352
7 H 0.370
8 H 0.413
9 H 0.499
10 H 0.394
11 H 0.400
12 H 0.307
13 H 0.166
14 H 0.227
15 H 0.205
16 N -0.707
17 C -0.077
18 N -0.138
19 C -0.825
20 H 0.396
21 H 0.218
22 H 0.214
23 H 0.348
24 H 0.299

***

Molecular formula: C24H60F12N8O26PS12
Method: DFT, wB97M-V/def2-TZVPD

Geometry as XYZ:
```
143
C24H60F12N8O26PS12 wB97M-V/def2-TZVPD
C -2.94287 -4.42950 -6.16151
C -4.15624 -3.94214 -5.26971
C -4.90622 -5.06530 -4.53552
O -6.12440 -4.70882 -3.81341
C -7.15086 -4.20971 -4.66605
N -3.60631 -3.00114 -4.15808
H -2.79052 -3.47713 -3.80027
H -3.17125 -2.21488 -4.61917
H -4.22642 -2.73908 -3.40515
H -3.26479 -5.22576 -6.83265
H -2.08609 -4.91793 -5.69732
H -2.44533 -3.72040 -6.82311
H -4.88098 -3.34211 -5.81999
H -4.31495 -5.66007 -3.83929
H -5.20799 -5.84435 -5.23559
H -7.26613 -3.13226 -4.78401
H -8.12433 -4.54146 -4.30493
H -7.23224 -4.70456 -5.63383
C -2.82040 1.61278 -2.07175
C -1.83646 0.56647 -1.64689
C -1.70280 0.37136 -0.11118
O -0.62039 -0.54862 0.19761
C -0.57653 -0.85239 1.57760
N -2.09262 -0.79925 -2.30205
H -2.28099 -0.68972 -3.28827
H -1.31593 -1.41849 -2.11931
H -2.93529 -1.19276 -1.90814
H -3.84637 1.44135 -1.74602
H -2.89453 1.80742 -3.14167
H -2.59019 2.51063 -1.49820
H -0.86540 0.82476 -2.06930
H -2.55084 0.04080 0.48854
H -1.46301 1.34732 0.31084
H -0.31839 0.04138 2.14563
H 0.23925 -1.51023 1.87734
H -1.49927 -1.32571 1.91316
C 6.73781 5.69300 0.75766
C 6.42216 4.31081 0.23626
C 5.75683 3.40392 1.28315
C 4.17264 3.58272 1.39562
P 3.29290 2.13164 2.02290
C 1.70705 2.46510 2.83068
C 0.90534 3.54384 1.98184
C -0.53860 3.87097 2.52485
C -1.36742 4.43941 1.40768
C 4.23453 1.31545 3.31314
C 4.47721 2.15536 4.61560
C 5.57670 1.59931 5.67143
C 5.53161 2.11823 7.12778
C 2.95287 0.85274 0.73690
C 4.21584 0.49062 -0.10318
C 3.90498 -0.58468 -1.09686
C 2.71288 -0.33381 -1.98909
H 7.69456 5.64353 1.27756
H 5.84892 6.02780 1.29234
H 6.78297 6.36936 -0.09592
H 7.35888 3.95368 -0.19166
H 5.78420 4.39535 -0.64349
H 6.19979 3.43447 2.27863
H 6.06426 2.40579 0.97119
H 3.73000 3.82781 0.43018
H 3.97185 4.37793 2.11354
H 1.91511 2.96826 3.77496
H 1.14126 1.56812 3.08249
H 0.80284 3.15726 0.96786
H 1.46175 4.47706 1.89460
H -0.37071 4.47905 3.41375
H -1.00443 2.90113 2.69954
H -1.13769 5.46339 1.11311
H -2.38132 4.61918 1.76516
H -1.31153 3.85495 0.48931
H 5.22553 1.17001 2.88318
H 3.81518 0.32020 3.46056
H 3.59098 2.22851 5.24596
H 4.76176 3.15742 4.29466
H 6.53971 1.65667 5.16405
H 5.43430 0.52643 5.80093
H 4.54310 2.17914 7.58301
H 5.97539 3.09325 7.32904
H 6.00755 1.44028 7.83626
H 2.12030 1.33087 0.22083
H 2.55161 0.01456 1.30660
H 4.90198 -0.07044 0.53128
H 4.81220 1.21888 -0.65282
H 3.69080 -1.51326 -0.56775
H 4.80304 -0.86091 -1.64938
H 2.54076 -1.15184 -2.68860
H 2.83176 0.55316 -2.61139
H 1.85702 -0.11044 -1.35215
N -2.15908 -3.36112 5.76447
S -2.10074 -3.33536 4.22236
O -3.25833 -2.97698 3.37486
O -1.01661 -4.14268 3.66501
F -1.37355 -1.85780 4.34231
S -3.42392 -4.57925 5.73803
O -3.21506 -5.81006 4.95709
O -4.79687 -4.10839 5.79283
F -2.96735 -5.11813 7.16308
N -4.69802 -1.81056 -1.64309
S -4.95738 -2.04073 0.06844
O -5.52574 -3.30303 0.50704
O -5.33562 -0.86834 0.89081
F -3.40144 -2.11597 0.50707
S -6.04755 -1.14792 -1.84407
O -6.09355 0.29362 -1.52714
O -7.28302 -1.95807 -1.69255
F -5.96104 -1.11012 -3.50351
N 1.10773 4.78544 -3.05396
S 1.56869 3.34864 -2.22442
O 0.57569 2.71303 -1.39090
O 2.97109 3.29628 -1.77284
F 1.69084 2.35573 -3.48810
S 0.46081 5.37660 -1.83317
O 1.19698 5.52472 -0.58273
O -0.95009 5.06124 -1.73503
F 0.45928 6.85169 -2.18790
N -1.45233 -4.30919 -3.16513
S 0.19106 -4.16341 -3.33510
O 0.99850 -5.36179 -3.45866
O 0.76254 -3.01355 -2.62337
F 0.11794 -3.69815 -4.95759
S -1.39659 -4.78376 -1.75457
O -1.28063 -3.85385 -0.62322
O -1.00155 -6.12716 -1.57932
F -3.02348 -5.01263 -1.68509
N -2.56046 -0.63088 -5.21034
S -3.44654 0.18271 -6.15089
O -3.35249 -0.21164 -7.58166
O -3.64281 1.58063 -5.86799
F -4.80979 -0.46567 -5.72873
S -1.15141 0.09505 -5.76066
O -0.92675 1.52693 -5.44283
O -0.66077 -0.54160 -6.96016
F -0.13449 -0.62860 -4.68617
N 1.18850 -1.25768 6.98779
S 2.21370 -0.41740 7.69469
O 2.57058 0.82839 7.10309
O 3.24849 -1.07599 8.47301
F 1.20703 0.09581 8.88558
S 1.82812 -1.29880 5.42599
O 3.22124 -1.77752 5.39876
O 1.33242 -0.42489 4.36490
F 1.11285 -2.72961 5.03155
```

For the HOMO-LUMO gap, the calculation gives 7.53 eV. The LUMO energy is 0.16414 Eh. The calculation puts the molecular weight at 1520.5 g mol⁻¹. The charge is -3. The calculation puts the total energy at -262931.0011 eV. For the HOMO energy, the calculation gives -3.06 eV.

These are the Mulliken partial charges, in e, on atoms 1 to 99:
1 C -1.453
2 C 0.686
3 C -1.017
4 O -0.309
5 C -0.848
6 N 1.654
7 H -0.026
8 H 0.177
9 H 0.027
10 H 0.444
11 H 0.241
12 H 0.367
13 H 0.573
14 H 0.282
15 H 0.479
16 H 0.258
17 H 0.305
18 H 0.389
19 C -1.485
20 C 1.059
21 C -0.277
22 O 0.201
23 C -1.215
24 N 2.411
25 H -0.365
26 H -0.086
27 H -0.430
28 H 0.177
29 H 0.425
30 H 0.183
31 H -0.114
32 H 0.660
33 H -0.276
34 H 0.085
35 H 0.390
36 H 0.136
37 C -1.290
38 C -0.622
39 C -0.709
40 C -1.043
41 P 0.958
42 C -0.408
43 C -0.130
44 C -0.569
45 C -1.014
46 C -0.997
47 C -0.478
48 C -0.657
49 C -1.304
50 C 0.375
51 C -0.409
52 C -1.306
53 C 0.037
54 H 0.303
55 H 0.332
56 H 0.386
57 H 0.489
58 H 0.191
59 H 0.327
60 H 0.383
61 H 0.262
62 H 0.910
63 H 0.594
64 H -0.097
65 H -0.504
66 H 0.573
67 H 0.527
68 H 0.242
69 H 0.315
70 H 0.476
71 H -0.140
72 H 0.509
73 H 0.642
74 H 0.208
75 H 0.360
76 H 0.477
77 H 0.307
78 H 0.279
79 H 0.345
80 H 0.379
81 H -0.857
82 H 1.001
83 H 0.306
84 H 0.192
85 H 0.328
86 H 0.489
87 H 0.448
88 H 0.187
89 H -0.486
90 N -0.347
91 S 1.240
92 O -0.448
93 O -0.626
94 F -0.307
95 S 1.005
96 O -0.585
97 O -0.597
98 F -0.264
99 N -0.523

***

Molecular formula: C3H5NOS2
Method: DFT, wB97M-V/def2-TZVPD

Geometry as XYZ:
```
12
C3H5NOS2 wB97M-V/def2-TZVPD
O -2.62399 0.36856 -0.05893
N -2.00245 -0.76581 -0.49138
C -0.76416 -0.82026 -0.19105
C -0.00509 0.06566 0.74576
S 0.86768 1.43083 -0.09012
C 2.34840 0.68350 -0.49619
S 2.92118 -0.75036 -0.01787
H -3.53732 0.25485 -0.34711
H -0.32907 -1.75790 -0.61624
H -0.62172 0.55819 1.52709
H 0.76519 -0.51892 1.25848
H 2.98134 1.25167 -1.22245
```

The energy above the lowest of the compared OMol25 structures with the same formula, charge and spin comes out at 57.5 kcal per mole. As for the SMILES: O/N=C\CSC=S. For the HOMO-LUMO gap, the calculation gives 8.62 eV. The LUMO energy is -0.00924 Eh. The calculation puts the molecular weight at 135.2 g mol⁻¹. The calculation puts the total energy at -28397.7390 eV. For the HOMO energy, the calculation gives -8.87 eV.

Let us look at the Mulliken charges, expressed in e, one per atom:
1 O -0.349
2 N -0.469
3 C 0.132
4 C -0.679
5 S 0.015
6 C -0.096
7 S -0.292
8 H 0.366
9 H 0.351
10 H 0.374
11 H 0.350
12 H 0.296

***

Molecular formula: C6H8N5S
Method: DFT, wB97M-V/def2-TZVPD

Geometry as XYZ:
```
20
C6H8N5S wB97M-V/def2-TZVPD
C 2.43225 1.77902 -2.28817
S 2.20479 0.36971 -1.09534
C 0.60953 0.52752 -0.61809
N -0.35651 1.13803 -0.36783
C -1.54022 0.95652 0.29856
N -2.42129 1.96282 0.34554
C -1.71979 -0.17024 1.00205
C -0.82071 -1.26508 1.07504
N -0.88480 -2.28857 1.99882
C 0.15253 -2.99669 1.67703
N 0.82685 -2.41834 0.66348
N 0.21555 -1.34553 0.20764
H 3.46405 1.97173 -2.58632
H 2.07415 2.66763 -1.79248
H 1.81832 1.42463 -3.16620
H -3.23273 1.77450 0.88061
H -2.33082 2.69395 -0.38913
H -2.69483 -0.12595 1.66273
H 0.49111 -3.86306 2.20589
H 1.71259 -2.79262 0.28618
```

The energy above the lowest of the compared OMol25 structures with the same formula, charge and spin comes out at 0.0 kcal per mole. As for the SMILES: CSC#[N+]/C(N)=C\c1nc[nH]n1. For the HOMO-LUMO gap, the calculation gives 7.77 eV. The LUMO energy is -0.15061 Eh. The calculation puts the molecular weight at 182.2 g mol⁻¹. The charge is +1. The calculation puts the total energy at -24628.6483 eV. For the HOMO energy, the calculation gives -11.86 eV.

Let us look at the Mulliken charges, expressed in e, one per atom:
1 C -0.843
2 S -0.005
3 C 0.693
4 N -0.161
5 C 0.684
6 N -0.434
7 C -0.313
8 C 0.024
9 N -0.535
10 C 0.002
11 N -0.025
12 N -0.397
13 H 0.368
14 H 0.306
15 H 0.306
16 H 0.204
17 H 0.255
18 H 0.192
19 H 0.438
20 H 0.239

***

Molecular formula: C9H17O2Si
Method: DFT, wB97M-V/def2-TZVPD

Geometry as XYZ:
```
29
C9H17O2Si wB97M-V/def2-TZVPD
C -0.36665 3.50351 -0.05428
C -0.89018 2.08105 -0.41871
Si 0.31053 0.53208 0.02667
C 1.69692 0.41629 -1.43442
C 1.29230 0.59975 1.65993
C -0.63495 -1.10586 0.21702
C -1.80865 -0.95357 1.34315
O -1.72846 0.00877 2.08159
O -2.56212 -1.92519 1.45554
C -0.96810 -1.85203 -1.03267
C 0.22962 -2.69953 -0.88694
C 0.33699 -2.29714 0.55745
H -0.32888 3.62965 1.02150
H 0.66020 3.61238 -0.42696
H -1.03860 4.34898 -0.41068
H -1.13891 1.92708 -1.57453
H -1.82794 1.99281 0.09869
H 1.15639 0.95710 -2.28865
H 2.53172 1.00900 -0.99641
H 1.92106 -0.62996 -1.63604
H 1.68389 1.57341 1.95855
H 0.60226 0.43577 2.43328
H 1.98836 -0.18596 1.45490
H -1.33198 -1.20074 -1.94427
H -1.75420 -2.47046 -0.72417
H 0.01020 -3.76188 -0.89709
H 1.05779 -2.56272 -1.67402
H -0.28672 -3.01655 1.08025
H 1.18811 -1.96604 1.01130
```

The energy above the lowest of the compared OMol25 structures with the same formula, charge and spin comes out at 41.2 kcal per mole. As for the SMILES: CC[Si](C)(C)C1(C(=O)[O-])CCC1. For the HOMO-LUMO gap, the calculation gives 7.66 eV. The LUMO energy is 0.12784 Eh. The calculation puts the molecular weight at 185.3 g mol⁻¹. The charge is -1. The calculation puts the total energy at -21581.5755 eV. For the HOMO energy, the calculation gives -4.18 eV.

Let us look at the Mulliken charges, expressed in e, one per atom:
1 C -1.140
2 C -0.434
3 Si 0.349
4 C -1.057
5 C -1.270
6 C 1.373
7 C 0.155
8 O -0.678
9 O -0.782
10 C -0.952
11 C -0.500
12 C -1.202
13 H 0.301
14 H 0.249
15 H 0.317
16 H 0.260
17 H 0.365
18 H 0.191
19 H 0.314
20 H 0.287
21 H 0.428
22 H 0.373
23 H 0.230
24 H 0.156
25 H 0.431
26 H 0.361
27 H 0.145
28 H 0.352
29 H 0.377